1.
C42H50N2O2P2Ru as an isolated structure, computed with ωB97M-V/def2-TZVPD.

Its multiplicity is 2. The HOMO-LUMO gap (alpha / beta) is 5.876 / 6.117 eV. The calculation puts the HOMO energy (alpha / beta) at -9.4 / -9.5 eV. The largest force on an atom is 0.0524 Eh/bohr. The total charge is +1.

Cartesian coordinates (Å):
1 Ru -0.114 -0.414 0.006
2 C 2.186 -1.279 2.818
3 N 1.039 -1.817 3.483
4 C 0.336 -2.807 2.729
5 P -0.976 -2.044 1.599
6 C -1.979 -1.299 2.916
7 C -3.001 -1.959 3.587
8 C -3.658 -1.324 4.624
9 C -3.290 -0.043 5.002
10 C -2.266 0.615 4.340
11 C -1.617 -0.007 3.292
12 C -1.878 -3.518 1.049
13 C -1.237 -4.727 0.774
14 C -1.941 -5.769 0.199
15 C -3.285 -5.627 -0.110
16 C -3.927 -4.425 0.153
17 C -3.223 -3.371 0.701
18 C 0.797 -1.591 4.838
19 C 0.007 -2.449 5.613
20 C -0.139 -2.251 6.972
21 C 0.472 -1.187 7.609
22 C 1.207 -0.297 6.848
23 C 1.368 -0.490 5.492
24 P 1.915 -0.114 1.316
25 C 2.548 1.457 1.999
26 C 3.616 2.137 1.418
27 C 4.050 3.331 1.964
28 C 3.430 3.861 3.084
29 C 2.345 3.205 3.643
30 C 1.890 2.025 3.089
31 C 3.333 -0.738 0.363
32 C 4.595 -0.887 0.937
33 C 5.619 -1.460 0.205
34 C 5.398 -1.867 -1.104
35 C 4.146 -1.716 -1.680
36 C 3.113 -1.161 -0.944
37 H 2.773 -2.112 2.401
38 H 2.820 -0.745 3.525
39 H -0.188 -3.516 3.372
40 H 1.043 -3.352 2.090
41 H -3.280 -2.960 3.293
42 H -4.468 -1.826 5.130
43 H -3.805 0.440 5.817
44 H -1.986 1.618 4.626
45 H -0.832 0.502 2.734
46 H -0.187 -4.859 1.001
47 H -1.437 -6.701 -0.013
48 H -3.828 -6.447 -0.558
49 H -4.977 -4.311 -0.076
50 H -3.711 -2.420 0.878
51 H -0.488 -3.305 5.186
52 H -0.736 -2.946 7.541
53 H 0.383 -1.058 8.675
54 H 1.659 0.563 7.315
55 H 1.949 0.237 4.951
56 H 4.113 1.722 0.550
57 H 4.884 3.844 1.510
58 H 3.787 4.786 3.511
59 H 1.850 3.615 4.509
60 H 1.018 1.537 3.503
61 H 4.772 -0.562 1.953
62 H 6.588 -1.595 0.664
63 H 6.202 -2.317 -1.668
64 H 3.981 -2.041 -2.698
65 H 2.122 -1.044 -1.381
66 C -3.265 0.840 -0.178
67 C -1.756 0.987 -0.086
68 O -1.225 1.903 0.513
69 H -3.754 1.778 0.093
70 H -3.564 0.065 0.532
71 H -3.577 0.525 -1.173
72 C 2.463 3.064 -2.292
73 N 1.257 2.785 -3.049
74 C 0.902 3.720 -4.093
75 C 0.528 1.705 -2.733
76 C -0.733 1.457 -3.520
77 O 0.896 0.921 -1.852
78 H 2.692 4.126 -2.350
79 H 3.305 2.484 -2.679
80 H 2.309 2.785 -1.249
81 H 1.798 4.243 -4.418
82 H 0.181 4.459 -3.735
83 H 0.478 3.217 -4.959
84 H -1.428 2.289 -3.423
85 H -1.200 0.551 -3.137
86 H -0.503 1.315 -4.575
87 C 1.087 -4.005 -2.860
88 C 0.010 -2.957 -3.138
89 C 0.464 -1.973 -4.230
90 C -0.413 -2.258 -1.898
91 H 1.437 -4.443 -3.790
92 H 0.676 -4.804 -2.248
93 H 1.933 -3.567 -2.338
94 H -0.867 -3.481 -3.557
95 H 1.372 -1.456 -3.930
96 H -0.309 -1.233 -4.418
97 H 0.656 -2.516 -5.152
98 H -0.079 -2.729 -0.969
99 H -1.388 -1.765 -1.897

Löwdin population analysis, charges in e, atoms 1 to 6:
1. Ru 0.66
2. C -0.26
3. N -0.18
4. C -0.27
5. P 1.00
6. C -0.37

=====

2.
A 2-piece molecular cluster, C4H10NO overall, computed with ωB97M-V/def2-TZVPD.

The HOMO-LUMO gap is 9.470 eV. The calculation puts the HOMO energy at -14.2 eV. The largest force on an atom is 0.0140 Eh/bohr. The total charge is +1. The energy above the lowest of the compared OMol25 structures with the same formula, charge and spin is 0.889 eV.

Cartesian coordinates (Å):
1 C -1.369 -0.726 2.395
2 C -0.634 -0.549 1.119
3 C 0.132 0.510 0.870
4 N 0.741 0.621 -0.414
5 C 1.312 1.662 -0.859
6 H -1.221 0.112 3.078
7 H -1.041 -1.626 2.922
8 H -2.445 -0.856 2.258
9 H -0.693 -1.361 0.408
10 H 0.278 1.352 1.531
11 H 0.657 -0.188 -1.048
12 H 1.723 1.628 -1.860
13 H 1.401 2.556 -0.261
14 H -0.327 -1.947 -2.797
15 H -0.432 -0.470 -3.133
16 O -0.065 -1.074 -2.478

natural (NBO) population analysis, charges in e, atoms 1 to 6:
1. C -0.66
2. C -0.06
3. C -0.11
4. N -0.39
5. C 0.08
6. H 0.23